Record 1
A molecular structure, C3HEuO2 at a distorted geometry, computed with ωB97M-V/def2-TZVPD.

As for the spin multiplicity: 8. Its HOMO-LUMO gap (spin up / spin down) is 6.7 / 6.9 eV. The value obtained for the HOMO energy (spin up / spin down) is -12.69 / -12.72 eV. As for the total charge: +1. The energy above the lowest of the compared OMol25 structures with the same formula, charge and spin is 30.4 kcal/mol. For the lowest unoccupied orbital energy (spin up / spin down), the calculation gives -6.02 / -5.81 eV. For the total energy, the calculation gives -975.32100 hartree. Its largest force on an atom is 0.054 hartree/bohr.

Positions of all 7 atoms, in Å:
C -0.390958 0.911621 -0.399128
H -0.794617 1.485462 -1.231350
C -0.591821 -0.191474 0.327115
O 1.040353 1.134395 -0.000153
C 0.867159 -0.085590 0.686797
Eu -1.843605 -2.335337 -0.221521
O 1.713489 -0.919076 0.838241

Forces on the atoms, in the same order (eV/Å):
2.516 -0.031 0.458
0.059 0.011 0.455
-1.941 -1.147 0.043
-1.564 0.435 -0.012
0.888 -1.237 -2.331
0.696 1.000 0.445
-0.655 0.970 0.942

Let us look at the Löwdin charges, expressed in e, one per atom:
1. C -0.089
2. H 0.113
3. C -0.301
4. O 0.004
5. C -0.535
6. Eu 1.692
7. O 0.116

Record 2
A molecular structure, C35H40F6N7O11PbS2Si, computed with ωB97M-V/def2-TZVPD.

Its HOMO-LUMO gap is 6.8 eV. The value obtained for the HOMO energy is -11.20 eV. As for the total charge: +1. The energy above the lowest of the compared OMol25 structures with the same formula, charge and spin is 6.8 kcal/mol. For the lowest unoccupied orbital energy, the calculation gives -4.44 eV. For the total energy, the calculation gives -4446.12711 hartree. Its largest force on an atom is 0.005 hartree/bohr.

Positions of all 103 atoms, in Å:
Pb -0.206564 -0.484729 0.594035
C 0.256039 -0.973214 -4.092226
C 1.556441 -1.409081 -4.273417
C 2.448809 -1.329107 -3.217861
C 2.019435 -0.811530 -2.002465
N 0.748246 -0.435317 -1.818806
C -0.103916 -0.506218 -2.841439
C 2.956556 -0.682258 -0.850475
C 4.332868 -0.767135 -1.038908
C 5.163268 -0.740931 0.065343
C 4.600631 -0.676967 1.326205
C 3.218232 -0.588497 1.436635
N 2.424943 -0.528614 0.364346
C 2.558170 -0.626246 2.771277
C 3.155374 -1.294973 3.835921
C 2.497277 -1.335450 5.053773
C 1.266137 -0.711487 5.174266
C 0.737870 -0.089206 4.056059
N 1.360830 -0.047183 2.879309
H -0.479470 -1.024722 -4.881116
H 1.874129 -1.821873 -5.221210
H 3.451603 -1.707302 -3.333626
H -1.117830 -0.184780 -2.648303
H 4.753346 -0.853408 -2.027724
H 6.236038 -0.796314 -0.055027
H 5.224680 -0.686794 2.206606
H 4.099263 -1.804475 3.708934
H 2.935126 -1.860233 5.892312
H 0.715548 -0.721459 6.103885
H -0.240186 0.376060 4.097767
C 2.044279 3.147515 0.697358
C 1.348176 3.786064 -0.514429
C 1.809701 5.261677 -0.615448
C 1.781119 3.009227 -1.772395
Si -0.516297 3.929521 -0.369689
C -1.352881 3.891400 1.317765
C -1.270050 5.356327 1.818687
C -2.827426 3.452489 1.224711
C -0.671709 3.006336 2.373784
C -1.546829 4.425152 -1.870423
C -0.752448 4.645403 -3.167508
C -2.605732 3.344265 -2.177477
C -2.253034 5.757051 -1.524627
H 3.112607 3.092847 0.474947
H 1.702243 2.131696 0.903372
H 1.936420 3.741277 1.603173
H 2.898837 5.262564 -0.705421
H 1.563580 5.839986 0.277715
H 1.412347 5.782067 -1.486292
H 2.869164 2.916044 -1.745736
H 1.523677 3.517214 -2.696430
H 1.370429 1.998292 -1.801590
H -1.815297 6.064109 1.196570
H -0.239825 5.704681 1.924043
H -1.717861 5.383264 2.815150
H -3.435360 4.126679 0.626691
H -3.240231 3.463111 2.235733
H -2.944381 2.442682 0.830692
H 0.300497 3.380024 2.682091
H -0.551390 1.971194 2.059633
H -1.313485 3.007342 3.257473
H -0.359509 3.713909 -3.569158
H 0.059474 5.365522 -3.076320
H -1.449269 5.041215 -3.909136
H -2.156103 2.388548 -2.444011
H -3.178113 3.691479 -3.040921
H -3.303047 3.161380 -1.365964
H -1.553232 6.566804 -1.307461
H -2.952846 5.668084 -0.697956
H -2.829459 6.056912 -2.402405
O 1.868166 -6.230223 5.408440
N 2.515099 -6.104744 4.387947
O 3.569483 -6.657842 4.148904
C 1.988523 -5.198250 3.366217
C 0.771372 -4.583411 3.570901
C 0.308157 -3.681399 2.633924
C 0.991134 -3.384019 1.414087
O 0.622722 -2.557331 0.523811
C 2.228533 -4.090866 1.285270
C 2.735865 -4.950780 2.226370
N 3.074875 -3.842965 0.111696
O 4.274290 -3.738903 0.313648
O 2.550973 -3.764558 -0.978977
N -0.939803 -3.017501 2.977671
O -1.698349 -3.557620 3.735180
O -1.138062 -1.882717 2.528903
H 0.196179 -4.788366 4.461584
H 3.698806 -5.419387 2.084170
F -5.665007 -1.255801 -0.350632
C -4.612743 -0.682160 0.193443
F -4.912134 0.589441 0.481071
F -4.278223 -1.300133 1.317481
S -3.174485 -0.677734 -1.008482
O -2.466371 0.562401 -0.701792
O -3.741198 -0.821094 -2.307459
N -2.159554 -1.816632 -0.542496
S -2.584781 -3.374992 -0.612774
O -3.987608 -3.526612 -0.824047
O -1.909751 -4.077280 0.431659
C -1.770692 -3.939567 -2.182049
F -2.003593 -3.072480 -3.168749
F -0.458089 -4.048017 -2.016428
F -2.272161 -5.120765 -2.522152

Forces on the atoms, in the same order (eV/Å):
0.145 -0.227 0.022
0.018 0.005 0.026
-0.013 -0.017 -0.001
-0.056 0.020 0.020
0.054 -0.023 -0.070
0.018 0.008 0.101
-0.013 -0.031 -0.070
0.101 0.010 -0.056
-0.050 0.042 0.060
-0.042 0.036 0.013
-0.016 0.061 -0.044
0.115 0.020 0.032
0.028 -0.067 -0.063
0.070 -0.035 0.053
-0.048 0.017 0.014
0.003 -0.019 -0.018
-0.008 0.011 -0.021
-0.018 -0.028 0.029
-0.011 0.014 -0.038
-0.016 0.006 -0.018
0.000 -0.006 -0.007
0.031 0.002 -0.001
-0.013 0.003 -0.011
0.005 -0.002 -0.025
0.014 -0.010 -0.003
0.001 -0.005 0.034
0.020 -0.006 -0.020
0.003 -0.002 0.010
-0.006 0.003 0.006
-0.012 0.012 0.003
-0.041 0.028 -0.009
0.037 -0.142 0.039
-0.001 -0.002 -0.008
-0.002 0.050 0.011
-0.168 -0.044 -0.001
-0.103 -0.132 -0.069
0.040 0.015 -0.006
0.013 0.069 0.038
0.031 0.035 0.011
0.057 0.076 -0.038
0.014 -0.028 0.021
0.012 -0.001 0.019
-0.021 -0.033 -0.021
0.028 -0.005 0.000
-0.014 -0.005 0.005
-0.004 0.007 -0.017
0.021 0.012 -0.015
-0.006 0.005 0.025
-0.020 0.006 -0.034
0.041 -0.001 -0.011
-0.026 0.018 -0.007
-0.013 0.016 0.028
-0.021 -0.001 -0.034
0.023 0.000 0.007
-0.017 0.018 0.010
-0.012 0.034 -0.050
-0.022 0.021 0.020
0.057 -0.010 -0.001
-0.008 0.002 -0.008
-0.020 -0.023 -0.027
-0.013 -0.010 0.023
0.027 -0.032 0.008
0.019 0.011 0.030
-0.006 0.009 -0.016
0.020 -0.013 -0.003
-0.024 0.011 -0.007
-0.003 0.010 0.049
0.038 0.009 0.005
-0.017 -0.009 0.056
-0.015 0.010 -0.009
0.065 -0.017 -0.052
-0.007 -0.009 0.014
-0.050 0.017 0.045
-0.066 0.021 0.011
0.124 -0.012 -0.079
-0.102 -0.016 -0.022
0.208 0.047 0.132
-0.153 -0.074 -0.101
0.056 -0.024 -0.020
-0.100 0.045 0.016
-0.064 -0.021 -0.045
-0.027 -0.017 -0.010
0.010 0.005 0.057
0.094 0.044 -0.058
-0.033 -0.019 -0.014
-0.135 0.020 0.053
0.001 0.001 0.008
0.002 -0.011 0.005
0.040 0.040 0.076
-0.067 -0.077 -0.108
0.002 0.048 -0.020
0.037 0.003 0.032
0.117 -0.016 0.084
-0.118 -0.020 -0.038
0.006 0.091 -0.052
-0.107 0.260 0.022
0.170 -0.203 0.047
-0.022 0.047 -0.008
-0.045 0.029 -0.052
-0.099 -0.073 0.014
-0.049 0.022 -0.004
0.064 0.051 0.029
0.062 0.050 0.067

Löwdin atomic charge list, values in e, 8 entries:
1. Pb 1.488
2. C -0.023
3. C -0.014
4. C 0.011
5. C -0.223
6. N 0.020
7. C -0.126
8. C -0.212

Record 3
A gas-phase ion, C5H9N (charge -1) at a distorted geometry, computed with ωB97M-V/def2-TZVPD.

As for the spin multiplicity: 2. Its HOMO-LUMO gap (spin up / spin down) is 4.6 / 5.9 eV. The value obtained for the HOMO energy (spin up / spin down) is 0.17 / -1.31 eV. As for the total charge: -1. The energy above the lowest of the compared OMol25 structures with the same formula, charge and spin is 37.9 kcal/mol. For the lowest unoccupied orbital energy (spin up / spin down), the calculation gives 4.77 / 4.58 eV. For the total energy, the calculation gives -250.52336 hartree. Its largest force on an atom is 0.050 hartree/bohr.

Positions of all 15 atoms, in Å:
C 0.243797 1.368205 -1.385311
N -0.043499 -2.238904 -0.306259
C -0.020138 -0.858438 -0.009635
C 0.709542 0.046569 -0.850358
C -0.627435 0.710212 1.841489
C 0.140349 -0.267357 1.312351
H 0.860756 2.215400 -1.059820
H -0.736586 1.564383 -0.927291
H 0.090262 1.514658 -2.462903
H -0.672537 -2.741666 0.312698
H -0.383123 -2.395152 -1.244199
H 1.549225 -0.363826 -1.423449
H -0.321640 1.325677 2.685152
H -1.650365 0.873803 1.522368
H 0.861393 -0.753566 1.995163

Forces on the atoms, in the same order (eV/Å):
-0.741 0.536 1.393
0.409 -1.161 0.653
-0.413 2.487 -0.349
0.393 -0.677 -1.630
-0.342 0.157 0.403
-0.989 -1.434 0.749
0.222 0.117 -0.042
0.066 0.107 -0.126
0.165 -0.491 -0.275
0.144 0.113 0.001
0.102 0.203 -0.067
0.008 -0.321 -0.010
0.128 -0.342 0.193
0.219 0.334 -0.620
0.630 0.372 -0.274

natural (NBO) atomic charge list, values in e, 8 entries:
1. C -0.646
2. N -0.850
3. C -0.100
4. C -0.457
5. C -0.579
6. C -0.194
7. H 0.166
8. H 0.200